ORCA calculation (ωB97M-V/def2-TZVPD) on C3HFOTm as an isolated structure.

## Properties
HOMO energy (spin up / spin down)	-7.5611 / -7.4922	eV
HOMO-LUMO gap (spin up / spin down)	6.38 / 6.30	eV

```
! wB97M-V def2-TZVPD RIJCOSX def2/J DEFGRID3
* xyz 0 4
O 0.66 1.07 -3.32
C 0.11 0.58 -2.32
C -0.28 -0.34 -1.46
C -0.87 0.74 -0.64
H -1.94 1.00 -0.75
F 0.34 -0.78 3.33
Tm -0.16 -0.36 1.42
*
```

ORCA calculation (ωB97M-V/def2-TZVPD) on a 11-piece molecular cluster, C54H132N7O20 overall.

## Properties
HOMO energy	-10.4909	eV
HOMO-LUMO gap	4.18	eV

```
! wB97M-V def2-TZVPD RIJCOSX def2/J DEFGRID3
* xyz 3 1
C -4.94 1.54 -1.23
C -5.05 0.34 -2.22
N -4.18 -0.92 -1.82
C -2.96 -0.43 -1.03
C -5.00 -1.85 -0.87
C -4.21 -3.08 -0.30
C -3.64 -1.67 -3.13
C -4.64 -2.60 -3.82
O -5.86 -1.90 -3.99
C -6.93 -2.69 -4.54
H -5.80 2.19 -1.42
H -4.00 2.08 -1.40
H -5.00 1.21 -0.18
H -4.77 0.65 -3.22
H -6.08 -0.03 -2.28
H -2.43 0.34 -1.62
H -2.31 -1.30 -0.95
H -3.34 -0.08 -0.07
H -5.86 -2.21 -1.43
H -5.36 -1.18 -0.08
H -4.92 -3.72 0.23
H -3.40 -2.77 0.38
H -3.81 -3.67 -1.13
H -2.75 -2.23 -2.81
H -3.36 -0.85 -3.79
H -4.80 -3.53 -3.23
H -4.18 -2.84 -4.79
H -7.76 -2.00 -4.62
H -7.20 -3.49 -3.84
H -6.65 -3.08 -5.53
C -2.16 6.44 -1.89
C -0.90 7.28 -1.57
N -0.64 7.49 -0.04
C 0.59 8.43 0.09
C -1.84 8.16 0.65
C -2.30 9.45 -0.06
C -0.40 6.08 0.55
C 0.36 6.00 1.90
O -0.21 6.84 2.89
C 0.54 6.92 4.10
H -1.94 5.39 -1.64
H -2.40 6.55 -2.96
H -3.02 6.81 -1.33
H -0.95 8.28 -1.99
H 0.01 6.77 -1.95
H 1.46 7.95 -0.36
H 0.76 8.63 1.15
H 0.37 9.34 -0.45
H -1.54 8.35 1.68
H -2.65 7.42 0.62
H -1.63 10.28 0.17
H -3.28 9.73 0.34
H -2.44 9.30 -1.13
H 0.24 5.55 -0.18
H -1.37 5.59 0.61
H 1.41 6.28 1.70
H 0.35 4.94 2.22
H 0.78 5.91 4.47
H -0.09 7.47 4.80
H 1.49 7.44 3.95
C 1.32 -1.84 4.10
O 2.34 -2.80 3.75
C 2.05 -4.19 3.69
C 2.25 -4.84 5.09
N 3.42 -4.25 5.83
H 3.26 -3.24 6.02
H 3.45 -4.62 6.78
C 4.75 -4.36 5.13
C 5.79 -3.59 5.97
O 5.22 -2.41 6.49
C 5.25 -1.35 5.53
H 1.19 -1.79 5.19
H 0.37 -2.10 3.64
H 1.67 -0.90 3.68
H 2.74 -4.59 2.94
H 1.02 -4.38 3.37
H 2.34 -5.93 5.07
H 1.35 -4.63 5.68
H 4.60 -3.93 4.15
H 5.00 -5.41 5.05
H 6.68 -3.40 5.35
H 6.06 -4.21 6.83
H 6.27 -1.17 5.19
H 4.87 -0.46 6.05
H 4.63 -1.59 4.66
C 0.60 -2.72 0.12
O 1.34 -1.59 -0.32
C 0.68 -0.81 -1.34
C 1.74 0.10 -1.94
N 2.44 0.89 -0.83
H 2.45 0.30 0.01
H 3.57 1.02 -1.14
C 1.84 2.22 -0.43
C 2.72 2.86 0.66
O 2.85 2.03 1.82
C 3.90 2.53 2.65
H 0.33 -3.39 -0.72
H -0.31 -2.43 0.67
H 1.26 -3.30 0.77
H -0.13 -0.22 -0.86
H 0.23 -1.48 -2.09
H 1.30 0.81 -2.65
H 2.53 -0.48 -2.42
H 0.81 2.04 -0.10
H 1.81 2.91 -1.29
H 2.30 3.85 0.90
H 3.71 3.01 0.21
H 3.61 3.51 3.05
H 4.84 2.57 2.06
H 4.00 1.81 3.46
C 4.23 -2.79 0.78
O 3.70 -3.96 0.15
C 4.53 -5.05 0.31
C 3.75 -6.33 0.02
N 2.48 -6.51 0.89
H 2.73 -6.68 1.87
H 1.91 -5.65 0.84
C 1.54 -7.64 0.43
C 0.21 -7.55 1.20
O -0.20 -6.20 1.08
C -1.16 -5.74 2.04
H 5.03 -2.34 0.18
H 4.71 -3.07 1.74
H 3.39 -2.12 0.91
H 4.93 -5.09 1.35
H 5.43 -5.05 -0.33
H 4.39 -7.18 0.24
H 3.44 -6.40 -1.02
H 2.04 -8.59 0.61
H 1.34 -7.44 -0.62
H 0.36 -7.79 2.27
H -0.51 -8.26 0.78
H -2.13 -6.24 1.85
H -1.24 -4.66 1.88
H -0.77 -5.91 3.06
C -0.48 -2.96 -7.96
O -1.30 -3.32 -6.84
C -0.97 -2.69 -5.58
C 0.46 -2.94 -4.98
N 0.73 -4.46 -4.77
H 0.25 -4.76 -3.86
H 0.15 -4.90 -5.50
C 2.12 -5.06 -4.81
C 3.13 -4.43 -3.81
O 3.18 -3.01 -3.90
C 4.27 -2.38 -3.20
H -0.58 -3.76 -8.68
H 0.57 -2.89 -7.65
H -0.78 -1.98 -8.37
H -1.71 -3.14 -4.91
H -1.09 -1.60 -5.69
H 0.55 -2.45 -4.01
H 1.25 -2.57 -5.61
H 2.48 -5.01 -5.84
H 1.99 -6.12 -4.55
H 4.12 -4.87 -4.01
H 2.84 -4.75 -2.78
H 4.40 -1.38 -3.62
H 5.19 -2.96 -3.33
H 4.03 -2.29 -2.13
C -1.38 2.88 2.69
O -2.21 3.88 2.13
C -3.07 3.39 1.14
C -4.36 4.19 1.23
N -5.02 3.86 2.56
H -5.24 2.86 2.53
H -4.31 4.08 3.29
C -6.32 4.57 2.98
C -6.93 3.98 4.31
O -6.00 3.91 5.38
C -6.23 2.92 6.40
H -0.93 2.24 1.92
H -1.94 2.27 3.42
H -0.56 3.37 3.21
H -3.30 2.31 1.29
H -2.65 3.49 0.11
H -5.06 3.93 0.43
H -4.12 5.26 1.21
H -7.05 4.41 2.19
H -6.11 5.64 3.07
H -7.33 2.97 4.09
H -7.79 4.61 4.56
H -6.39 1.93 5.95
H -7.10 3.16 7.01
H -5.34 2.92 7.02
C -0.93 3.58 -4.04
C -1.18 2.33 -3.14
O -1.24 2.50 -1.87
O -1.44 1.23 -3.67
H 0.14 3.75 -4.16
H -1.34 4.46 -3.54
H -1.40 3.40 -5.01
C 6.69 0.61 0.16
C 6.14 0.37 -1.26
O 5.12 1.09 -1.59
O 6.58 -0.56 -1.91
H 6.04 0.05 0.86
H 6.64 1.66 0.48
H 7.71 0.22 0.25
C 4.34 6.37 -1.50
C 3.37 5.99 -2.63
O 3.50 6.45 -3.74
O 2.36 5.27 -2.23
H 3.79 6.49 -0.56
H 4.90 7.26 -1.76
H 5.04 5.54 -1.36
C -2.26 -6.21 -1.18
C -1.20 -5.60 -2.08
O -0.14 -6.22 -2.30
O -1.50 -4.48 -2.59
H -2.64 -5.43 -0.51
H -1.87 -7.09 -0.67
H -3.13 -6.46 -1.80
*
```

ORCA calculation (ωB97M-V/def2-TZVPD) on C25H26N3OPPdS5Se2 as an isolated structure.

## Properties
HOMO energy (spin up / spin down)	-0.4348 / -0.4226	eV
HOMO-LUMO gap (spin up / spin down)	4.43 / 4.42	eV
ΔE to the lowest compared entry with this formula, charge and spin	0.0	kcal per mole

```
! wB97M-V def2-TZVPD RIJCOSX def2/J DEFGRID3
* xyz -2 1
Pd -0.18 -0.10 -0.44
Se 2.05 0.13 -1.68
P 1.96 2.06 -0.72
Se -0.05 2.63 -0.29
C 2.87 3.30 -1.71
C 2.69 4.65 -1.43
C 3.39 5.62 -2.14
C 4.29 5.23 -3.13
C 4.48 3.89 -3.41
C 3.77 2.92 -2.70
C 2.97 2.04 0.81
C 2.53 2.65 1.97
C 3.33 2.63 3.11
C 4.57 2.02 3.09
C 5.02 1.41 1.92
C 4.22 1.42 0.79
H 1.97 4.94 -0.68
H 3.24 6.67 -1.92
H 4.84 5.99 -3.68
H 5.17 3.59 -4.19
H 3.89 1.87 -2.93
H 1.54 3.09 1.99
H 2.95 3.07 4.03
H 5.17 1.99 3.98
H 5.97 0.91 1.90
H 4.55 0.90 -0.11
N 0.50 -1.37 3.28
C 0.65 -0.22 4.01
N -0.54 0.45 4.28
O 1.72 0.16 4.48
H -0.38 -1.50 2.79
H 1.29 -1.62 2.71
H -1.25 0.39 3.56
H -0.37 1.37 4.63
C -2.62 0.12 -2.96
S -3.43 1.09 -1.66
C -4.01 -0.20 -0.62
C -3.39 -0.68 0.49
S -1.90 -0.22 1.22
S -4.27 -1.96 1.29
C -5.66 -2.03 0.28
S -6.95 -3.05 0.53
S -5.55 -0.92 -1.02
H -2.04 0.83 -3.55
H -3.37 -0.36 -3.60
H -1.96 -0.62 -2.51
C 1.68 -2.66 0.51
C 0.35 -3.36 0.54
C 0.17 -4.47 1.36
C -0.94 -5.29 1.27
C -1.88 -5.00 0.27
C -1.76 -3.90 -0.55
C -2.77 -3.62 -1.62
C -0.67 -2.96 -0.39
N -0.67 -1.87 -1.14
H 2.42 -3.20 1.11
H 1.66 -1.61 0.83
H 2.05 -2.61 -0.52
H 0.96 -4.71 2.07
H -1.07 -6.14 1.92
H -2.74 -5.64 0.14
H -3.61 -4.32 -1.57
H -2.32 -3.69 -2.62
H -3.15 -2.60 -1.54
*
```

ORCA calculation (ωB97M-V/def2-TZVPD) on a 2-piece molecular cluster, C5H11O3 overall.

## Properties
HOMO energy (spin up / spin down)	-10.5568 / -10.5527	eV
HOMO-LUMO gap (spin up / spin down)	11.10 / 7.42	eV
ΔE to the lowest compared entry with this formula, charge and spin	15.9	kcal per mole

```
! wB97M-V def2-TZVPD RIJCOSX def2/J DEFGRID3
* xyz 0 2
C -2.17 0.43 0.29
C -2.75 -0.62 -0.65
O -2.76 0.23 1.55
H -1.08 0.33 0.28
H -2.39 1.42 -0.11
H -2.37 -0.49 -1.66
H -2.17 0.40 2.28
H -3.84 -0.51 -0.64
H -2.56 -1.60 -0.22
C 1.70 0.19 -0.39
C 2.00 -0.62 0.86
C 3.01 0.74 -1.06
O 4.08 0.22 -0.92
O 2.65 1.77 -1.74
H 1.32 -0.43 -1.18
H 1.06 1.03 -0.16
H 2.82 -1.33 0.68
H 1.15 -1.22 1.12
H 2.30 0.05 1.67
*
```

Energy values (in eV) by entry order: -37415.6733; -109488.1030; -230506.6422; -11503.5370.